Record 1
Density functional theory data (wB97M-V/def2-TZVPD) for a 4-piece molecular cluster, C7H23NO3 overall at a distorted geometry.

The value obtained for the energy is -560.90699 Ha. Its lowest unoccupied orbital energy is 0.6 eV. As for the relative energy (zero: lowest compared OMol25 entry of this formula, charge and spin): 164.62 kJ/mol. As for the SMILES: CCCCCN(C)C.O.O.O. The net charge is 0. The HOMO energy is -9.0 eV. The spin multiplicity is 1. The value obtained for the largest force on an atom is 2.23 eV Å⁻¹.

Each line ends with the Mulliken charge.
Geometry (Å):
C: -3.2937 -0.2651 -0.9778  -1.812
C: -1.8314 -0.2360 -0.5665  0.616
C: -1.4945 0.1535 0.8877  -0.199
C: -0.6188 -0.9103 1.5346  -1.069
C: 0.8333 -0.8457 1.0086  -0.830
N: 1.4711 0.4950 1.0465  0.426
C: 1.4283 0.9391 2.4343  -1.066
C: 2.8602 0.3427 0.5133  -0.991
H: -3.9766 -0.7326 -0.2938  0.425
H: -3.7606 0.6071 -1.4200  0.381
H: -3.4529 -0.9571 -1.7980  0.409
H: -1.5355 -1.2286 -0.9035  0.252
H: -1.3537 0.6452 -1.0516  -0.437
H: -0.9931 1.1552 0.9121  0.126
H: -2.4768 0.2730 1.4093  0.407
H: -0.6553 -0.7401 2.6174  0.330
H: -0.9004 -1.9272 1.2212  0.421
H: 0.9366 -1.2990 0.0324  0.311
H: 1.3476 -1.4780 1.7198  0.545
H: 1.7794 0.2259 3.1808  0.325
H: 0.3838 1.2704 2.6678  0.270
H: 1.9715 1.8991 2.6067  0.351
H: 2.8496 0.6274 -0.5649  0.280
H: 3.2914 -0.6928 0.6704  0.291
H: 3.6507 1.0170 0.8755  0.360
O: 0.2268 2.1718 -1.1592  -0.759
H: -0.4624 2.6660 -0.6992  0.326
H: 0.8559 2.1173 -0.4222  0.329
O: -0.2603 -0.0822 -2.6560  -0.630
H: -0.0613 0.6233 -2.0243  0.334
H: -0.3962 0.4731 -3.4514  0.297
O: 1.3818 -2.2338 -2.1508  -0.662
H: 0.6609 -1.5911 -2.1578  0.361
H: 1.5949 -2.4826 -3.0414  0.282

***

Record 2
Density functional theory data (wB97M-V/def2-TZVPD) for a 2-piece molecular cluster, C3H9NO2 overall at a distorted geometry.

The value obtained for the energy is -324.51847 Ha. Its lowest unoccupied orbital energy (alpha / beta) is -6.1 / -10.2 eV. As for the relative energy (zero: lowest compared OMol25 entry of this formula, charge and spin): 281.14 kJ/mol. The net charge is +1. The HOMO energy (alpha / beta) is -14.8 / -14.8 eV. The spin multiplicity is 2. The value obtained for the largest force on an atom is 4.88 eV Å⁻¹.

Each line ends with the Mulliken spin population.
Geometry (Å):
C: -0.9752 -0.1442 0.2460  0.015
C: 0.0335 -1.0445 -0.4247  0.143
C: 0.9202 -0.4065 -1.4714  -0.022
O: 2.0025 0.0266 -1.3266  0.565
N: -1.9224 0.5924 -0.5482  0.139
H: -0.2389 0.5476 0.7447  -0.004
H: -1.6054 -0.5855 1.0363  0.033
H: -0.3406 -2.0014 -0.8523  0.000
H: 0.7542 -1.5370 0.2852  0.007
H: 0.2837 -0.2443 -2.3930  0.125
H: -2.5406 0.0332 -1.1394  -0.002
H: -1.3792 1.0506 -1.3066  0.002
H: 1.4913 0.8531 3.0308  0.000
H: 1.5611 1.3595 1.6281  0.000
O: 1.9557 1.5004 2.4911  0.001

***

Record 3
Density functional theory data (wB97M-V/def2-TZVPD) for an isolated ion of composition C3H4NO and charge +1 at a distorted geometry.

The value obtained for the energy is -246.34977 Ha. Its lowest unoccupied orbital energy is -6.7 eV. As for the relative energy (zero: lowest compared OMol25 entry of this formula, charge and spin): 111.11 kJ/mol. The net charge is +1. The HOMO energy is -17.3 eV. The spin multiplicity is 1. The value obtained for the largest force on an atom is 2.31 eV Å⁻¹.

Each line ends with the Mulliken charge.
Geometry (Å):
C: 0.3921 -0.8894 -0.3864  0.299
C: -0.6966 0.1430 1.1963  0.070
C: 0.4201 0.5264 -0.6711  -0.394
N: -0.3765 1.0975 0.4759  -0.295
O: -0.2101 -1.1280 0.7117  -0.154
H: 0.8555 -1.7553 -0.8556  0.418
H: -1.3365 0.0341 2.0923  0.355
H: 1.2543 1.1130 -1.1889  0.361
H: -0.3022 0.8588 -1.3741  0.340

***

Record 4
Density functional theory data (wB97M-V/def2-TZVPD) for a 2-piece molecular cluster, C2H7OPS2 overall at a distorted geometry.

The value obtained for the energy is -1293.26067 Ha. Its lowest unoccupied orbital energy (alpha / beta) is 0.8 / -2.1 eV. As for the relative energy (zero: lowest compared OMol25 entry of this formula, charge and spin): 81.41 kJ/mol. The net charge is 0. The HOMO energy (alpha / beta) is -8.1 / -8.8 eV. The spin multiplicity is 3. The value obtained for the largest force on an atom is 2.81 eV Å⁻¹.

Each line ends with the Mulliken spin population.
Geometry (Å):
C: -0.3676 2.8086 0.3639  -0.008
C: 1.2351 -2.6236 -0.0318  -0.047
O: -1.0608 1.7557 -0.3441  0.082
P: -0.9056 0.0690 -0.4262  0.364
S: -1.9220 -0.9374 0.8903  0.399
S: 2.1438 -1.1417 0.1749  1.025
H: 0.7549 2.7259 0.1630  0.001
H: -0.6556 2.4820 1.3701  0.000
H: -0.7449 3.7699 -0.0395  0.001
H: 1.3731 -2.8930 -1.1660  0.066
H: 0.1765 -2.4967 0.2063  0.011
H: 1.6008 -3.5077 0.5900  0.003
H: -1.6278 -0.0110 -1.7508  0.103

***

Record 5
Density functional theory data (wB97M-V/def2-TZVPD) for C26H41HoN2O2P2 as an isolated structure at a distorted geometry.

The value obtained for the energy is -2905.93841 Ha. Its lowest unoccupied orbital energy (alpha / beta) is 0.0 / 0.0 eV. The net charge is 0. The HOMO energy (alpha / beta) is -6.6 / -6.6 eV. The spin multiplicity is 5. The value obtained for the largest force on an atom is 2.33 eV Å⁻¹.

Each line ends with the Mulliken spin population.
Geometry (Å):
C: 3.3571 -2.0451 -1.8698  -0.001
C: 2.5519 -0.9601 -1.5040  0.004
N: 1.2021 -1.1289 -1.4110  -0.006
C: 0.6178 -2.3056 -1.7524  -0.002
C: 1.3943 -3.4027 -2.1305  0.000
C: 2.7839 -3.2737 -2.1873  0.001
C: 3.1665 0.3871 -1.1636  -0.004
P: 2.2328 1.4479 0.0050  0.001
Ho: -0.1758 0.3936 -0.2174  4.084
P: -1.8922 -0.9232 -1.7120  -0.007
C: -0.8921 -2.4613 -1.5187  0.006
C: -1.1557 2.5356 -0.3352  -0.023
C: -1.1705 3.0130 0.9688  -0.001
C: -2.0028 4.1011 1.2668  -0.001
C: -2.7252 4.7528 0.2709  0.001
C: -2.6703 4.2532 -1.0356  -0.001
C: -1.9026 3.1137 -1.3364  0.004
O: 3.3323 2.2426 -3.3442  0.000
O: 0.9223 3.3723 -3.0692  -0.001
H: 4.4346 -1.9192 -1.8687  0.000
H: 0.9042 -4.3418 -2.3662  0.000
H: 3.4039 -4.1219 -2.4825  0.000
C: 2.6225 0.9386 1.7252  0.003
C: 2.6485 3.2056 -0.1456  0.000
H: -1.3303 -3.2085 -2.1921  0.000
H: -1.0639 -2.8855 -0.5104  -0.001
H: 3.3423 1.0122 -2.0902  0.000
H: 4.1583 0.2523 -0.7119  0.000
C: -3.4829 -1.1295 -0.8130  0.000
C: -2.2901 -0.7635 -3.4804  0.000
H: -0.6002 2.5450 1.7678  -0.002
H: -2.0804 4.4462 2.2971  0.000
H: -3.3391 5.6486 0.5097  0.000
H: -3.2287 4.7583 -1.8160  0.000
H: -1.9203 2.6797 -2.3312  -0.001
H: 0.5334 2.4595 -2.8132  -0.003
H: 0.3804 3.9958 -2.5729  0.000
H: 2.5267 2.8299 -3.3056  0.000
H: 3.3731 1.8866 -4.2494  0.000
H: 0.1473 1.3301 -2.1120  -0.021
H: 3.6513 1.1750 2.0392  0.000
H: 1.9413 1.4594 2.4189  0.000
H: 2.4758 -0.1412 1.8698  -0.002
H: 3.7070 3.4246 0.0741  0.000
H: 2.4008 3.5385 -1.1658  0.000
H: 2.0170 3.7788 0.5574  0.000
H: -2.9601 -1.5490 -3.8774  0.000
H: -2.7825 0.2125 -3.6362  0.000
H: -1.3582 -0.7640 -4.0661  0.000
H: -4.1530 -1.8906 -1.2475  0.000
H: -3.2890 -1.3595 0.2459  0.000
H: -3.9974 -0.1552 -0.8552  0.000
C: -0.4076 -3.9239 2.4540  0.000
N: 0.7421 -3.0659 2.4598  0.000
C: 1.5245 -3.0159 1.2720  -0.006
C: 0.7076 -1.8778 3.2741  -0.003
C: -0.5817 -1.0995 3.1395  -0.007
C: -1.4716 -1.1405 4.2122  0.000
C: -2.7050 -0.5144 4.1297  0.000
C: -3.0236 0.1645 2.9564  0.000
C: -2.1312 0.1922 1.8825  -0.013
C: -0.8819 -0.4052 2.0002  0.000
H: -0.0806 -4.8822 2.0354  0.000
H: -1.2481 -3.5319 1.8482  0.000
H: -0.7678 -4.0696 3.4838  0.000
H: 1.1189 -2.2634 0.5779  0.006
H: 2.5617 -2.7149 1.4779  0.000
H: 1.5090 -3.9952 0.7787  0.000
H: 0.7796 -2.1996 4.3236  0.000
H: 1.5775 -1.2495 3.0415  -0.001
H: -1.1696 -1.6897 5.1104  0.000
H: -3.3769 -0.5720 4.9816  0.000
H: -3.9888 0.6772 2.8718  0.000
H: -2.4529 0.7176 0.9692  -0.003

***

Record 6
Density functional theory data (wB97M-V/def2-TZVPD) for an isolated ion of composition C4H6N and charge +1 at a distorted geometry.

The value obtained for the energy is -210.42766 Ha. Its lowest unoccupied orbital energy is -5.5 eV. As for the relative energy (zero: lowest compared OMol25 entry of this formula, charge and spin): 74.51 kJ/mol. As for the SMILES: C=C=C[NH+]=C. The net charge is +1. The HOMO energy is -14.7 eV. The spin multiplicity is 1. The value obtained for the largest force on an atom is 2.12 eV Å⁻¹.

Each line ends with the Mulliken charge.
Geometry (Å):
C: 0.3145 -2.5018 -0.0498  -0.603
C: 0.3040 -1.2377 0.1518  -0.139
C: 0.3326 0.0544 0.4247  0.175
N: -0.3875 0.9811 -0.2983  -0.049
C: -0.3937 2.2459 -0.1024  -0.094
H: 1.0207 -2.9755 -0.7181  0.268
H: -0.3811 -3.1715 0.4383  0.268
H: 0.9374 0.4360 1.2368  0.341
H: -0.9517 0.5891 -1.0580  0.315
H: -0.9883 2.8986 -0.7220  0.275
H: 0.1933 2.6815 0.6970  0.244